Model a:
Here is a molecular structure, C16H31NOP2Zn from the Open Molecules 2025 dataset. Energies are from ωB97M-V with the def2-TZVPD basis set.

Output
Lowest unoccupied orbital energy, eV: 0.3
HOMO-LUMO gap, eV: 8.29

Structure (ORCA input):
```
! wB97M-V def2-TZVPD RIJCOSX def2/J DEFGRID3
* xyz 0 1
P -4.8087 0.1435 -0.1408
P -4.0356 -0.9666 2.7003
C -6.0406 -0.8780 0.8510
C -5.8044 -0.7045 2.3437
H -5.8926 -1.9276 0.5535
H -7.0555 -0.6022 0.5416
H -5.9754 0.3495 2.6081
H -6.4352 -1.3082 2.9947
C -3.6401 -2.7193 2.4054
H -2.5968 -2.8841 2.7024
H -3.7551 -3.0267 1.3636
H -4.3032 -3.3270 3.0339
C -3.8404 -0.8413 4.4658
H -3.9393 -1.8460 4.8786
H -4.5997 -0.1610 4.8423
H -2.8320 -0.4755 4.6585
C -5.6039 -0.5955 -1.6575
H -5.2156 -0.1689 -2.5848
H -6.6867 -0.3953 -1.6116
H -5.4479 -1.6831 -1.6880
C -5.5700 1.8224 -0.4037
H -5.6158 2.4473 0.4981
H -6.5509 1.6798 -0.8762
H -4.8934 2.3363 -1.1059
Zn -3.4258 0.7541 1.5841
C -2.3023 -3.8007 -0.4400
C -3.1888 -4.6607 -0.8844
C -3.3529 -5.1602 -2.2845
C -2.8750 -4.1728 -3.3622
C -3.4288 -2.7498 -3.3150
C -2.8709 -1.6455 -2.8013
C -1.8123 -1.5321 -1.7370
C -1.3685 -2.9160 -1.1902
C -3.0873 2.7228 1.1979
H -2.1012 -3.8072 0.6447
H -3.8463 -5.1943 -0.1841
H -4.3846 -5.4484 -2.5312
H -2.7560 -6.0829 -2.4012
H -1.7677 -4.1926 -3.4570
H -3.2422 -4.5510 -4.3317
H -4.4236 -2.6779 -3.7952
H -3.2501 -0.6786 -3.1367
H -2.1160 -0.8623 -0.9146
H -0.9239 -1.0464 -2.1766
H -0.9038 -3.4164 -2.0383
H -0.5402 -2.7167 -0.5048
H -3.8398 3.4266 1.5617
H -2.8902 2.9135 0.1385
H -2.1626 2.6600 1.7975
O 0.4257 0.5788 3.9112
C -0.5919 0.5503 3.2736
N -1.5943 0.5293 2.6337
*
```

---

Model b:
Here is a molecular structure, C16H31NOP2Zn from the Open Molecules 2025 dataset. Energies are from ωB97M-V with the def2-TZVPD basis set.

Output
Lowest unoccupied orbital energy, eV: -0.7
HOMO-LUMO gap, eV: 5.65

Structure (ORCA input):
```
! wB97M-V def2-TZVPD RIJCOSX def2/J DEFGRID3
* xyz 0 1
P 0.0784 1.4133 -1.2809
P -1.7441 -1.1335 0.3178
C -0.5741 -0.1333 -2.0604
C -1.9077 -0.6472 -1.4991
H 0.2645 -0.8494 -1.9597
H -0.6584 0.0971 -3.1364
H -2.7006 0.1129 -1.5819
H -2.1852 -1.5342 -2.0873
C -0.9629 -2.7922 -0.3254
H -0.7365 -3.4752 0.5003
H -0.0369 -2.6355 -0.8904
H -1.6882 -3.3012 -0.9821
C -3.2697 -2.0817 0.8226
H -3.0733 -3.1503 0.6494
H -4.1653 -1.7335 0.2875
H -3.3650 -1.9015 1.9013
C 1.1354 1.8491 -2.7375
H 1.6745 2.7912 -2.5753
H 0.4834 1.9534 -3.6144
H 1.8626 1.0525 -2.9436
C -1.1417 2.7129 -1.3186
H -2.1282 2.3045 -1.0293
H -1.2036 3.1679 -2.3151
H -0.8366 3.4904 -0.5965
Zn -2.9933 0.7913 1.2031
C 1.6325 -1.7636 1.0410
C 2.3175 -2.0367 -0.0665
C 3.7294 -1.6665 -0.2655
C 3.9874 -0.1406 -0.0141
C 2.9969 0.7803 -0.5872
C 1.8837 1.3255 0.0554
C 1.2858 0.8173 1.4126
C 1.6879 -0.5796 1.9813
C -2.7924 2.7522 1.0391
H 0.8860 -2.4789 1.3651
H 1.8200 -2.5292 -0.8977
H 4.0709 -1.9230 -1.2771
H 4.3418 -2.2627 0.4321
H 4.1082 -0.0426 1.0746
H 4.9207 0.1146 -0.5421
H 3.2773 1.2765 -1.5169
H 1.8158 2.4477 0.0056
H 0.1807 0.9104 1.4256
H 1.6439 1.5491 2.1492
H 2.6271 -0.3796 2.5114
H 0.9226 -0.8348 2.7331
H -3.5276 3.2777 0.3645
H -1.7842 3.0675 0.7493
H -2.8530 3.1293 2.0415
O -3.0040 -1.0749 4.9948
C -3.1036 -0.3761 4.0187
N -3.1985 0.2730 3.0239
*
```

---

Which of them is least stable? Easy: model b.

---

Model a:
Here is a gas-phase ion, C6H9N2S (charge +1) from the Open Molecules 2025 dataset. Energies are from ωB97M-V with the def2-TZVPD basis set.

Output
Lowest unoccupied orbital energy, eV: -6.2
HOMO-LUMO gap, eV: 7.92

Structure (ORCA input):
```
! wB97M-V def2-TZVPD RIJCOSX def2/J DEFGRID3
* xyz 1 1
C -0.2270 1.0651 -0.4896
C -0.7133 0.5419 -1.6806
C 0.1029 -1.1585 0.4007
C 0.6485 -0.7777 3.0856
C -0.0880 0.2847 0.6335
C -0.7100 1.2380 -2.9637
N 1.6802 -1.3562 2.2760
N 1.4071 -1.5059 0.9243
S 0.2661 0.8281 2.1878
H -0.2066 2.1029 -0.4061
H -0.8625 -0.5644 -1.7194
H -0.6728 -1.6991 0.9881
H 0.1321 -1.6175 -0.6151
H -0.2027 -1.3093 3.2277
H 1.1062 -0.5199 4.0347
H 0.1977 1.0260 -3.5342
H -1.4500 1.0705 -3.5954
H -0.4079 2.3515 -2.7542
*
```

---

Model b:
Here is a gas-phase ion, C6H9N2S (charge +1) from the Open Molecules 2025 dataset. Energies are from ωB97M-V with the def2-TZVPD basis set.

Output
Lowest unoccupied orbital energy (spin up / spin down), eV: -6.3 / -6.3
HOMO-LUMO gap (spin up / spin down), eV: 7.23 / 7.23

Structure (ORCA input):
```
! wB97M-V def2-TZVPD RIJCOSX def2/J DEFGRID3
* xyz 1 1
C 1.9863 0.2842 1.2125
C -0.5946 -0.5129 -0.6723
C 0.7403 -1.1282 -0.4378
C 1.8693 -0.2483 0.0193
C 2.2242 0.7693 2.3913
C -2.6340 -0.2158 -1.9416
N -1.5130 -0.8243 -1.3834
N -0.7503 1.6997 1.3733
S -0.3270 1.2986 0.0043
H 0.7962 -1.9991 0.1595
H 0.9810 -1.5920 -1.4196
H 2.6523 -0.1661 -0.6978
H 2.5641 0.1397 3.1319
H -0.8404 1.0245 2.0920
H 1.7397 1.6983 2.5196
H -3.2508 0.3144 -1.2263
H -3.2241 -1.0027 -2.3805
H -2.4192 0.4608 -2.7445
*
```

---

Which of them is least stable? Easy: model b.